No. 1
Entry from the OMol25 dataset: a cluster of 2 separate species, C3H11N2O in total in a non-equilibrium geometry (ωB97M-V with the def2-TZVPD basis set).

net charge: +1
total energy: -8311.359 eV
HOMO: -14.94 eV

```
17
Properties=species:S:1:pos:R:3:lowdin_charge:R:1
C 2.39479 -0.23653 -0.29098 -0.080
C 1.32982 0.52474 0.46833 -0.167
N -0.06029 0.09158 0.09275 0.070
C -0.43982 -1.13331 0.03137 -0.142
N -1.59863 -1.50749 -0.51381 0.181
H 2.32822 -0.13149 -1.37725 0.092
H 3.37250 0.12014 0.03711 0.090
H 2.44423 -1.29051 -0.03120 0.071
H 1.41867 0.37365 1.53443 0.122
H 1.37207 1.58050 0.21001 0.128
H -0.61679 0.83881 -0.31245 0.126
H 0.20601 -1.94462 0.34713 0.165
H -2.36151 -0.84265 -0.49455 0.120
H -1.82259 -2.49297 -0.45693 0.132
H -2.90213 1.91395 0.98837 0.067
H -2.70516 2.38193 -0.43975 0.068
O -2.35941 1.75426 0.20741 -0.043
```

=====

No. 2
Entry from the OMol25 dataset: the molecule C22H18F2N4OS in a non-equilibrium geometry (ωB97M-V with the def2-TZVPD basis set).

SMILES string: Fc1cccc(F)c1-c1nc2c(Nc3cnccc3O[C@H]3CCNC3)cccc2s1
total energy: -47383.535 eV
HOMO: -7.92 eV

```
48
Properties=species:S:1:pos:R:3:lowdin_charge:R:1
F 0.05123 -4.27191 -1.01679 0.041
F -1.13163 -0.60090 -4.02269 0.093
N 0.68675 -0.43889 -1.65361 0.131
N 1.26198 5.04423 1.68288 0.067
O -1.22940 1.79471 0.82370 -0.032
S 2.30895 -2.46370 -2.01855 1.130
C 0.75232 -1.66543 -2.06287 -0.537
C 0.08582 4.86645 2.30731 -0.131
C 1.56604 4.18838 0.71265 -0.093
C -2.76616 -3.72660 -3.24183 -0.068
C 4.45878 0.42796 -0.02253 -0.069
C -1.92585 -4.31142 -2.28053 -0.003
C -2.53718 -2.46385 -3.75238 -0.009
C -0.75636 3.80159 2.02931 0.005
C 4.16908 -0.81074 -0.63385 -0.096
C 3.45822 1.41350 0.01039 -0.018
C -0.76881 -3.62803 -1.89171 -0.201
C -1.36961 -1.78401 -3.43082 -0.206
C 1.91488 -0.04823 -1.12852 -0.250
C -0.37797 2.87175 1.09994 -0.211
C 2.89683 -1.02266 -1.20854 -0.448
C -0.49027 -2.32541 -2.45919 -0.080
C 2.20784 1.19571 -0.57347 -0.194
C 0.82260 3.06877 0.41534 -0.136
N 1.17837 2.12956 -0.63218 0.119
N -2.14288 -1.45762 1.68533 -0.070
C -2.08973 -0.96356 3.04441 -0.240
C -1.16056 -0.71514 0.84643 -0.130
C -1.87354 0.50437 2.82098 -0.134
C -0.92719 0.61966 1.61193 -0.264
H -0.18744 5.59938 3.03529 0.097
H 2.47331 4.38673 0.21568 0.103
H -3.62258 -4.24498 -3.55204 0.092
H 5.44981 0.60962 0.43137 0.113
H -2.19979 -5.31825 -1.90769 0.128
H -3.25025 -2.04665 -4.45012 0.121
H -1.72726 3.72367 2.55733 0.133
H 4.88015 -1.62394 -0.63999 0.095
H 3.66213 2.31612 0.53158 0.089
H 0.34439 1.62999 -0.93453 0.114
H -2.04058 -2.47183 1.64898 0.106
H -1.22763 -1.43905 3.51304 0.112
H -3.01033 -1.15866 3.61002 0.118
H -1.47313 -0.53135 -0.19696 0.111
H -0.25884 -1.29927 0.78432 0.098
H -2.81038 1.04594 2.61367 0.129
H -1.38447 0.93958 3.71412 0.121
H 0.11032 0.65442 1.96537 0.154
```

=====

No. 3
Entry from the OMol25 dataset: a cluster of 5 separate species, C12H32ClO16S4 in total in a non-equilibrium geometry (ωB97M-V with the def2-TZVPD basis set).

net charge: -1
total energy: -101576.733 eV
HOMO: -5.99 eV

```
65
Properties=species:S:1:pos:R:3:lowdin_charge:R:1
Cl 2.21642 -0.17060 -0.89157 0.547
O 2.92219 -0.59088 0.26349 -0.383
O 1.29022 0.82516 -0.56223 -0.368
O 3.20189 0.32667 -1.81547 -0.405
O 1.57580 -1.26991 -1.52855 -0.391
O -3.92106 6.19407 3.15847 -0.301
S -4.35822 4.94284 3.77010 0.688
O -4.63086 4.85810 5.21252 -0.312
O -5.65396 4.33531 2.94029 -0.285
C -6.10038 4.89927 1.70619 -0.278
C -7.31900 4.06816 1.32988 -0.067
C -3.16317 3.56828 3.40811 -0.107
H -5.31300 4.85409 0.95380 0.118
H -6.29583 5.96957 1.77224 0.116
H -7.02815 3.02669 1.19260 0.077
H -7.77360 4.30315 0.36747 0.079
H -8.05881 4.13323 2.12771 0.080
H -3.37821 2.61555 3.89202 0.068
H -2.09564 3.78547 3.44452 0.070
H -3.28213 3.33998 2.34894 0.055
O 10.26835 3.87487 -2.40207 -0.338
S 9.37225 2.68502 -2.48639 0.683
O 9.84203 1.56532 -3.31603 -0.315
O 8.97853 2.35380 -0.94369 -0.279
C 8.68168 1.00893 -0.53103 -0.233
C 10.05676 0.32967 -0.38468 -0.075
C 7.74645 3.34162 -3.14906 -0.088
H 7.91391 0.51991 -1.13061 0.124
H 8.15687 1.01461 0.42429 0.120
H 10.08803 -0.75456 -0.27706 0.074
H 10.59898 0.71526 0.47869 0.078
H 10.66038 0.42924 -1.28679 0.059
H 7.99211 4.15090 -3.83668 0.059
H 7.24956 3.81622 -2.30291 0.063
H 7.19995 2.52048 -3.61292 0.067
O -1.16838 -5.41437 5.66172 -0.305
S -0.31809 -5.42789 4.47125 0.677
O 1.14603 -5.31643 4.63414 -0.312
O -0.65881 -6.77076 3.55879 -0.280
C 0.17469 -7.09481 2.43636 -0.275
C -0.39077 -8.39484 1.89702 -0.068
C -0.93169 -4.10949 3.37482 -0.107
H 1.25442 -7.20666 2.53531 0.121
H -0.00191 -6.24567 1.77615 0.106
H 0.29363 -9.06678 1.37915 0.075
H -1.10880 -8.02518 1.16498 0.076
H -0.88047 -9.04611 2.62098 0.082
H -0.44095 -4.14698 2.40227 0.066
H -0.57634 -3.16881 3.79550 0.075
H -2.01446 -4.22817 3.41504 0.070
O -5.08507 2.01549 -5.65950 -0.310
S -4.31022 1.55970 -4.50514 0.709
O -3.99392 2.48697 -3.41230 -0.311
O -4.95944 0.13042 -3.80565 -0.279
C -4.33013 -0.35037 -2.62281 -0.299
C -5.17097 -1.44233 -1.94168 -0.067
C -2.77608 0.81889 -5.27362 -0.087
H -4.14609 0.47560 -1.93581 0.112
H -3.36293 -0.79841 -2.85058 0.111
H -5.63844 -2.19923 -2.57150 0.074
H -6.01937 -0.95178 -1.46451 0.071
H -4.57506 -1.97601 -1.20129 0.078
H -2.39554 1.72800 -5.73926 0.062
H -3.15822 0.08879 -5.98708 0.069
H -2.09696 0.49172 -4.48632 0.068
```

=====

No. 4
Entry from the OMol25 dataset: a structure of composition C21H22N3O8SeV in a non-equilibrium geometry (ωB97M-V with the def2-TZVPD basis set).

net charge: +2
total energy: -134004.292 eV
HOMO: -14.51 eV

```
56
Properties=species:S:1:pos:R:3:lowdin_charge:R:1
V -0.23979 -0.89895 -0.49370 0.915
O -0.66997 -2.59682 -2.12537 -0.084
C -1.33620 -3.68545 -1.45215 -0.149
C -2.68505 -3.24198 -0.90526 -0.102
N -2.55771 -2.09055 0.00496 -0.150
C -3.40261 -0.92859 -0.25131 -0.016
C -2.51431 0.26406 -0.64344 -0.502
O -2.67470 1.39158 -0.29151 0.180
O -1.46488 -0.15045 -1.36877 -0.169
C -2.33135 -2.37074 1.40442 -0.028
C -1.31434 -1.37752 2.03503 -0.454
O -1.06319 -1.35096 3.19002 0.221
O -0.77572 -0.57753 1.09570 -0.145
H -1.07301 -2.47139 -2.99192 0.136
H -0.67356 -4.01041 -0.65254 0.108
H -1.47269 -4.52400 -2.13630 0.149
H -3.15761 -4.08789 -0.40027 0.148
H -3.32542 -2.95187 -1.73843 0.137
H -3.98050 -0.63187 0.62354 0.156
H -4.09362 -1.10696 -1.07574 0.152
H -1.90633 -3.36588 1.54212 0.159
H -3.22639 -2.28410 2.02661 0.157
C -0.76802 3.66928 -1.18992 0.008
N -0.30308 3.37789 0.15366 -0.040
C 0.38161 2.30577 0.55530 -0.571
Se 1.22277 1.00483 -0.53579 1.049
N 0.58092 2.38640 1.87843 0.158
C 0.00262 3.54358 2.36493 -0.150
C -0.06362 4.09242 3.64058 0.019
C -0.71721 5.30054 3.75305 -0.036
C -1.28507 5.94280 2.63951 -0.035
C -1.22077 5.40096 1.37434 0.024
C -0.56357 4.17987 1.25496 -0.134
H -0.42717 2.89726 -1.87271 0.072
H -0.37987 4.63320 -1.51555 0.116
H -1.85580 3.69478 -1.19585 0.106
H 1.08892 1.70549 2.42186 0.179
H 0.38146 3.60100 4.49471 0.128
H -0.79855 5.76700 4.72482 0.123
H -1.78010 6.89264 2.78573 0.123
H -1.65901 5.90001 0.52127 0.126
O 1.74548 -1.33985 -2.50646 -0.022
C 2.98326 -1.71849 -2.01371 -0.255
C 4.15871 -1.26602 -2.58643 0.007
C 5.37787 -1.71098 -2.09750 -0.024
C 5.42881 -2.63339 -1.05895 -0.036
C 4.25679 -3.08700 -0.48611 0.023
C 3.02845 -2.60680 -0.93902 -0.075
C 1.79222 -3.03699 -0.26666 -0.387
O 1.54915 -4.11504 0.17783 0.207
O 0.86032 -2.01905 -0.13762 -0.171
H 1.86281 -0.99281 -3.39927 0.136
H 4.11941 -0.57148 -3.41853 0.131
H 6.29360 -1.34141 -2.53796 0.125
H 6.37950 -2.99656 -0.69576 0.122
H 4.26613 -3.81157 0.31714 0.137
```

=====

No. 5
Entry from the OMol25 dataset: the ion C6H11NO with charge +1 in a non-equilibrium geometry (ωB97M-V with the def2-TZVPD basis set).

net charge: +1
⟨S²⟩: 0.761
total energy: -9928.533 eV
spin multiplicity: 2
HOMO (alpha / beta): -12.86 / -12.86 eV

```
19
Properties=species:S:1:pos:R:3:lowdin_charge:R:1
O 3.95751 0.21453 -0.52902 0.093
C 2.81806 0.54915 -0.37259 -0.273
C 1.90891 0.08749 0.73120 -0.145
C 0.66897 0.99143 0.99711 -0.178
C -0.29420 0.83473 -0.17948 -0.165
N -3.03660 -1.65551 -0.76815 0.201
C -1.88562 -0.94729 -0.93428 -0.057
C -1.30225 -0.23117 0.08358 0.045
H 2.37671 1.26999 -1.07309 0.121
H 2.50788 -0.05199 1.62957 0.128
H 1.53260 -0.91439 0.48203 0.127
H 0.94519 2.03902 1.09052 0.121
H 0.30239 0.69028 1.97652 0.116
H 0.25526 0.54293 -1.07457 0.118
H -0.87605 1.76829 -0.30525 0.164
H -3.07232 -2.64827 -0.99541 0.155
H -3.48483 -1.46616 0.12148 0.131
H -1.62540 -0.78126 -1.97376 0.154
H -1.69620 -0.29181 1.09360 0.145
```

=====

No. 6
Entry from the OMol25 dataset: a cluster of 2 separate species, C2H5NP2 in total in a non-equilibrium geometry (ωB97M-V with the def2-TZVPD basis set).

total energy: -22217.959 eV
HOMO (alpha / beta): -8.97 / -9.08 eV

```
10
Properties=species:S:1:pos:R:3:lowdin_charge:R:1
C -2.46131 0.43456 0.17793 -0.377
C -1.73638 -0.64847 -0.23938 -0.399
N -3.01396 1.39746 0.48084 0.153
P 0.02021 -0.80258 0.12508 0.799
P 3.35653 0.77217 0.13189 0.468
H -2.19300 -1.23175 -1.05753 0.068
H -0.21677 0.03064 1.08172 -0.141
H -0.23343 -1.90882 0.86751 -0.106
H 2.25156 1.47632 -0.52109 -0.247
H 4.22656 0.48046 -1.04697 -0.217
```

=====

Q: total energy of number 4 (C21H22N3O8SeV)?
A: -134004.292 eV

=====

Copy entry 6 word for word.
Entry from the OMol25 dataset: a cluster of 2 separate species, C2H5NP2 in total in a non-equilibrium geometry (ωB97M-V with the def2-TZVPD basis set).

total energy: -22217.959 eV
HOMO (alpha / beta): -8.97 / -9.08 eV

```
10
Properties=species:S:1:pos:R:3:lowdin_charge:R:1
C -2.46131 0.43456 0.17793 -0.377
C -1.73638 -0.64847 -0.23938 -0.399
N -3.01396 1.39746 0.48084 0.153
P 0.02021 -0.80258 0.12508 0.799
P 3.35653 0.77217 0.13189 0.468
H -2.19300 -1.23175 -1.05753 0.068
H -0.21677 0.03064 1.08172 -0.141
H -0.23343 -1.90882 0.86751 -0.106
H 2.25156 1.47632 -0.52109 -0.247
H 4.22656 0.48046 -1.04697 -0.217
```